A.
DFT (ωB97M-V/def2-TZVPD) results for 2 unconnected molecules or ions with the total composition C5H13N.

Last column: Mulliken charge in e.
Element x y z (Å)
H1 3.11 0.21 1.55  0.29
H2 -1.87 0.40 -0.73  0.25
H3 -1.03 -0.95 -2.58  0.27
H4 -1.86 -2.59 -2.66  0.29
H5 0.79 0.40 2.15  0.26
H6 2.59 0.26 -0.21  0.37
N1 -2.30 -1.65 -0.78  -0.37
C1 -2.22 -0.53 -0.13  -0.38
H7 2.21 -1.07 0.66  0.32
H8 -0.52 2.26 0.61  0.33
H9 -0.53 -2.53 -1.82  0.25
H10 0.11 0.11 0.51  -0.38
C2 2.27 0.06 0.75  -1.22
H11 1.02 2.57 -0.03  0.24
C3 0.85 0.66 1.09  0.57
C4 -1.39 -1.82 -1.96  -0.69
H12 -2.45 -0.48 0.90  0.35
C5 0.49 2.08 0.90  -1.09
H13 0.72 2.59 1.78  0.33

Calculated values
molecular weight	87.17	g/mol
SMILES string	C=NC.CCC
gap between HOMO and LUMO	10.54	eV
spin multiplicity	1
highest occupied orbital energy	-9.562	eV
lowest unoccupied orbital energy	0.98	eV

***

B.
DFT (ωB97M-V/def2-TZVPD) results for 2 unconnected molecules or ions with the total composition C5H13N.

Last column: Mulliken charge in e.
Element x y z (Å)
H1 2.58 -0.91 -0.82  0.24
H2 0.35 0.98 -0.52  0.12
H3 1.98 1.24 0.11  0.27
N1 1.58 -0.70 -0.78  -0.60
C1 -1.69 -1.96 0.67  -0.59
H4 -2.17 0.97 0.91  0.25
H5 2.13 2.45 -1.75  0.30
H6 -1.03 -2.78 0.41  0.25
H7 -1.89 0.66 2.67  0.32
H8 0.81 1.59 -2.61  0.27
H9 -2.69 -1.95 0.25  0.25
H10 2.50 0.90 -2.49  0.27
C2 1.40 0.73 -0.67  -0.10
H11 -0.23 -0.72 1.56  0.35
C3 1.71 1.47 -2.02  -0.95
H12 -3.17 -0.14 1.90  0.36
C4 -1.29 -0.93 1.39  -0.04
H13 1.29 -1.15 0.08  0.17
C5 -2.16 0.23 1.70  -1.14

Calculated values
molecular weight	87.17	g/mol
SMILES string	C=CC.CCN
gap between HOMO and LUMO	10.52	eV
spin multiplicity	1
highest occupied orbital energy	-9.400	eV
lowest unoccupied orbital energy	1.12	eV

***

We find B to be the most stable, with the next structure 133.6 kJ/mol higher.

***

A.
DFT (ωB97M-V/def2-TZVPD) results for C5H13N in the gas phase.

Last column: Mulliken charge in e.
Element x y z (Å)
C1 -1.06 -0.84 -0.26  -0.44
C2 0.91 0.19 -1.19  -1.20
H1 0.05 -0.63 1.87  0.36
H2 0.46 0.78 -1.98  0.28
N1 0.02 0.10 -0.03  0.00
H3 -1.65 -0.81 -2.35  0.31
C3 1.17 1.17 1.89  -1.08
H4 2.22 1.13 2.20  0.27
H5 1.57 -0.85 1.11  0.39
H6 1.17 -0.81 -1.58  0.36
H7 1.86 0.60 -0.85  0.42
H8 -3.03 -0.62 -1.22  0.33
C4 0.76 -0.15 1.21  -0.57
H9 1.10 2.00 1.18  0.36
H10 0.59 1.35 2.78  0.33
H11 -1.89 0.67 -1.57  0.34
H12 -1.61 -1.00 0.67  0.40
H13 -0.67 -1.86 -0.47  0.37
C5 -1.97 -0.41 -1.39  -1.24

Calculated values
molecular weight	87.17	g/mol
SMILES string	CCN(C)CC
gap between HOMO and LUMO	9.58	eV
spin multiplicity	1
highest occupied orbital energy	-8.376	eV
lowest unoccupied orbital energy	1.21	eV

***

B.
DFT (ωB97M-V/def2-TZVPD) results for a molecular structure, C5H13N.

Last column: Mulliken charge in e.
Element x y z (Å)
H1 -1.42 -1.63 -1.54  0.31
C1 -0.65 1.60 -0.29  -1.17
H2 -0.10 2.48 -0.70  0.36
H3 -0.46 1.48 0.80  0.26
H4 -2.61 -0.28 -1.54  0.40
N1 0.74 -1.52 0.92  -0.79
H5 2.53 -0.42 1.69  0.19
C2 0.68 0.41 -0.75  -0.68
H6 0.59 -0.70 -0.06  0.45
H7 1.71 -1.49 2.88  0.31
C3 -0.62 0.46 -1.39  0.63
H8 0.90 0.14 1.94  0.06
C4 -1.67 -0.65 -1.10  -1.33
H9 -0.68 0.98 -2.37  0.37
H10 -1.67 1.91 -0.36  0.46
H11 1.44 -2.32 0.82  0.14
H12 -1.82 -0.74 0.00  0.36
H13 1.58 1.10 -1.02  0.22
C5 1.53 -0.81 2.06  -0.55

Calculated values
molecular weight	87.17	g/mol
gap between HOMO and LUMO	6.73	eV
spin multiplicity	1
highest occupied orbital energy	-6.449	eV
lowest unoccupied orbital energy	0.28	eV

***

C.
DFT (ωB97M-V/def2-TZVPD) results for C5H13N in the gas phase.

Last column: Mulliken charge in e.
Element x y z (Å)
H1 -1.35 0.78 1.94  0.33
C1 -1.76 0.97 0.93  -0.50
H2 -2.92 -1.01 0.95  0.25
N1 -2.88 0.04 0.70  -0.66
C2 -0.57 0.70 0.04  -0.24
H3 2.70 -1.01 0.36  0.38
H4 0.18 -1.04 1.08  0.29
H5 2.15 -0.01 -2.08  0.20
H6 -3.04 -0.02 -0.26  0.24
C3 1.99 -0.34 -0.06  -0.40
H7 0.80 0.40 1.53  0.50
C4 1.71 -0.84 -1.49  -0.93
C5 0.68 -0.13 0.70  -0.96
H8 2.48 0.70 -0.25  0.23
H9 -0.07 1.57 -0.51  0.27
H10 -0.95 0.10 -0.80  0.17
H11 0.68 -0.94 -1.84  0.31
H12 -2.08 1.94 0.81  0.27
H13 2.25 -1.83 -1.75  0.26

Calculated values
molecular weight	87.17	g/mol
SMILES string	CCCCCN
gap between HOMO and LUMO	10.32	eV
spin multiplicity	1
highest occupied orbital energy	-9.153	eV
lowest unoccupied orbital energy	1.17	eV

***

We find A to be the most stable, with the next structure 107.9 kJ/mol higher.

***

A.
DFT (ωB97M-V/def2-TZVPD) results for 5 unconnected molecules or ions with the total composition CH11NO4.

Last column: Mulliken charge in e.
Element x y z (Å)
H1 0.78 1.66 -2.29  0.29
O1 1.47 -1.47 1.55  -0.93
H2 -0.58 -1.14 -0.94  0.34
N1 -2.55 1.10 1.16  -0.85
H3 1.36 -2.29 2.03  0.40
H4 -1.53 1.71 -0.59  0.19
H5 3.35 0.77 0.21  0.41
H6 0.73 -1.52 0.92  0.39
H7 -3.26 1.32 -0.85  0.52
H8 -1.59 1.19 1.49  0.40
O2 2.82 0.19 -0.35  -0.94
H9 2.50 -0.45 0.32  0.42
O3 0.37 0.85 -1.93  -0.54
H10 1.13 0.55 -1.36  0.32
O4 -0.77 -1.58 -0.10  -0.82
C1 -2.42 1.27 -0.15  -0.83
H11 -1.65 -1.26 0.18  0.24

Calculated values
molecular weight	101.10	g/mol
charge	-1
expectation value of S²	0.753
gap between HOMO and LUMO (alpha / beta)	2.72 / 8.43	eV
spin multiplicity	2
highest occupied orbital energy (alpha / beta)	0.926 / -4.971	eV
lowest unoccupied orbital energy (alpha / beta)	3.65 / 3.46	eV

***

B.
DFT (ωB97M-V/def2-TZVPD) results for 5 unconnected molecules or ions with the total composition CH11NO4.

Last column: Mulliken charge in e.
Element x y z (Å)
O1 -0.02 2.51 1.89  -0.68
H1 0.67 -1.37 1.58  0.40
H2 -2.46 -1.17 -0.61  0.30
H3 0.26 1.72 -3.09  0.27
N1 -0.21 1.17 -2.37  -0.66
O2 0.32 -0.67 2.15  -1.00
O3 1.03 -2.60 0.05  -0.89
H4 1.48 1.97 -1.36  0.35
H5 -0.96 2.42 1.74  0.30
H6 0.28 1.61 2.07  0.32
C1 0.52 1.44 -1.29  -0.66
H7 0.31 -2.07 -0.32  0.18
H8 -1.59 -0.34 -1.63  0.36
O4 -1.58 -1.06 -0.96  -0.64
H9 0.38 0.78 -0.43  0.06
H10 1.01 -3.41 -0.46  0.55
H11 0.55 -0.94 3.05  0.45

Calculated values
molecular weight	101.10	g/mol
charge	-1
expectation value of S²	0.752
gap between HOMO and LUMO (alpha / beta)	2.79 / 9.64	eV
spin multiplicity	2
highest occupied orbital energy (alpha / beta)	1.100 / -5.804	eV
lowest unoccupied orbital energy (alpha / beta)	3.89 / 3.84	eV

***

We find A to be the most stable, with the next structure 15.9 kJ/mol higher.

***

A.
DFT (ωB97M-V/def2-TZVPD) results for a gas-phase ion, C12H14NO2 (charge -1).

Last column: Mulliken charge in e.
Element x y z (Å)
C1 -2.03 2.04 -0.15  -0.89
O1 2.89 1.91 0.62  -0.79
H1 0.91 0.34 2.27  0.41
C2 0.69 -2.14 -0.20  -2.17
C3 1.26 0.44 -0.44  0.82
H2 0.63 -0.58 -2.24  0.24
H3 -4.33 -0.38 -0.02  0.24
H4 0.24 -1.38 2.34  0.33
H5 1.71 0.97 -2.48  0.43
C4 2.73 0.73 0.29  0.51
H6 -4.10 1.89 -0.18  0.37
H7 2.47 -0.73 -1.84  0.29
C5 0.91 -0.60 1.77  -1.89
C6 0.49 -0.66 0.29  2.03
H8 0.18 -2.41 -1.02  0.50
N1 0.41 1.59 -0.43  -0.23
C7 -2.15 -0.80 0.14  -0.64
H9 -2.19 -1.76 0.41  0.49
H10 1.77 -2.45 -0.10  0.35
H11 0.85 2.51 -0.23  0.32
H12 -1.90 3.12 -0.16  0.35
C8 -3.30 0.01 0.17  -0.72
O2 3.36 -0.29 0.55  -0.67
H13 0.09 -2.61 0.58  0.52
C9 -0.93 -0.19 0.09  0.12
C10 1.58 -0.04 -1.94  -1.48
H14 1.85 -1.14 1.94  0.49
C11 -3.20 1.38 0.04  -0.28
C12 -0.87 1.24 -0.06  -0.02

Calculated values
molecular weight	204.25	g/mol
charge	-1
SMILES string	CC1(C)c2ccccc2N[C@@]1(C)C(=O)[O-]
gap between HOMO and LUMO	7.29	eV
spin multiplicity	1
highest occupied orbital energy	-3.850	eV
lowest unoccupied orbital energy	3.44	eV

***

B.
DFT (ωB97M-V/def2-TZVPD) results for 2 unconnected molecules or ions with the total composition C12H14NO2.

Last column: Mulliken charge in e.
Element x y z (Å)
H1 1.52 1.82 4.15  0.19
O1 -4.63 -0.42 -1.57  -0.71
C1 0.76 0.18 2.59  -0.63
H2 -2.91 1.68 -3.44  0.15
C2 -2.52 1.78 -2.29  -0.92
N1 0.30 -1.15 0.67  -0.15
C3 1.05 -0.39 1.46  -0.03
H3 -1.54 2.21 -2.14  0.34
H4 0.22 -1.94 -1.38  0.35
H5 3.51 1.60 0.27  0.36
H6 -1.32 0.25 -1.52  -0.31
H7 2.82 -2.02 -2.06  0.37
H8 -3.37 2.19 -1.72  0.26
C4 0.78 -1.38 -0.61  -0.79
C5 2.90 1.06 0.99  -0.46
H9 -2.46 -0.32 -3.05  0.37
H10 4.10 -0.98 -1.17  0.28
O2 -3.02 -0.77 -0.07  -0.67
C6 1.99 -0.83 -0.62  0.57
H11 3.67 2.27 2.67  0.17
C7 -3.53 -0.36 -1.08  0.41
H12 0.06 -0.13 3.29  0.50
H13 -0.71 -1.02 0.61  0.30
C8 3.06 -1.03 -1.66  -1.34
C9 1.75 1.23 3.12  -0.29
C10 -2.33 0.21 -2.07  0.05
C11 2.10 0.05 0.51  0.72
C12 2.77 1.53 2.36  -0.39
H14 2.86 -0.27 -2.37  0.32

Calculated values
molecular weight	204.25	g/mol
charge	-1
gap between HOMO and LUMO	6.91	eV
spin multiplicity	1
highest occupied orbital energy	-3.823	eV
lowest unoccupied orbital energy	3.08	eV

***

We find A to be the most stable, with the next structure 237.5 kJ/mol higher.